Entry 1:
{"formula": "C27H26Br4N7O7PbS", "method": "the ωB97M-V functional and the def2-TZVPD basis", "species": ["Pb", "Br", "C", "C", "Br", "C", "Br", "C", "O", "C", "O", "C", "Br", "N", "C", "N", "C", "N", "N", "C", "N", "C", "C", "C", "C", "C", "N", "H", "H", "H", "H", "H", "H", "H", "H", "C", "O", "C", "C", "H", "H", "H", "H", "H", "H", "C", "C", "C", "C", "C", "C", "C", "S", "O", "O", "N", "C", "C", "C", "O", "O", "H", "H", "H", "H", "H", "H", "H", "H", "H", "H", "H", "H"], "positions_angstrom": [[0.97, 0.57, 2.77], [6.76, -0.86, 6.91], [5.08, -0.22, 6.33], [4.41, 0.74, 7.07], [5.14, 1.38, 8.69], [3.20, 1.23, 6.59], [2.24, 2.53, 7.58], [2.65, 0.83, 5.38], [1.56, 1.36, 4.92], [3.32, -0.19, 4.64], [2.83, -0.61, 3.50], [4.52, -0.68, 5.14], [5.41, -2.00, 4.11], [-1.31, 2.83, 1.20], [-0.24, 3.02, 0.46], [0.01, 4.16, -0.13], [1.02, 4.16, -1.06], [1.14, 5.33, -1.74], [1.77, 3.16, -1.41], [1.64, 2.00, -0.65], [0.61, 1.91, 0.36], [0.75, -0.41, -0.55], [0.41, -1.37, -1.50], [0.75, -2.69, -1.26], [1.48, -3.01, -0.12], [1.77, -1.99, 0.76], [1.38, -0.74, 0.57], [-1.96, 3.59, 1.32], [-1.51, 1.86, 1.52], [0.78, 6.15, -1.28], [1.99, 5.44, -2.28], [-0.12, -1.10, -2.40], [0.46, -3.47, -1.96], [1.78, -4.03, 0.07], [2.32, -2.17, 1.68], [3.59, 0.87, -1.29], [2.85, 1.47, -0.24], [0.48, 1.03, -0.81], [-0.64, 1.33, -1.79], [2.99, 0.11, -1.80], [4.45, 0.41, -0.81], [3.91, 1.62, -2.01], [-0.35, 1.08, -2.80], [-0.88, 2.39, -1.78], [-1.53, 0.78, -1.50], [-2.73, 1.40, -5.07], [-2.98, 0.15, -4.28], [-2.10, -0.92, -4.36], [-2.29, -2.04, -3.57], [-3.36, -2.09, -2.70], [-4.28, -1.07, -2.66], [-4.09, 0.05, -3.45], [-3.55, -3.52, -1.63], [-2.47, -4.44, -1.88], [-4.89, -4.00, -1.80], [-3.42, -2.93, -0.08], [-2.14, -3.13, 0.59], [-1.92, -2.08, 1.67], [-2.01, -0.62, 1.19], [-2.60, -0.34, 0.14], [-1.50, 0.24, 1.96], [-1.80, 1.34, -5.61], [-2.69, 2.25, -4.40], [-3.54, 1.57, -5.78], [-1.25, -0.87, -5.03], [-1.62, -2.89, -3.61], [-5.13, -1.16, -2.00], [-4.80, 0.86, -3.42], [-3.61, -1.93, -0.09], [-1.32, -3.11, -0.13], [-2.16, -4.13, 1.04], [-0.95, -2.21, 2.14], [-2.69, -2.18, 2.44]], "mulliken_charge": [1.539, -0.206, 0.252, -0.030, -0.198, -0.054, -0.164, 0.458, -0.920, 0.275, -0.592, -0.315, -0.185, -0.161, 0.171, -0.824, 0.282, -0.447, -0.679, 1.328, -0.021, 0.532, 0.533, -0.712, -0.421, -0.766, 0.206, 0.281, 0.161, 0.255, 0.269, 0.219, 0.254, 0.469, 0.365, -0.823, -0.371, -0.353, -1.401, 0.269, 0.296, 0.354, 0.310, 0.494, -0.040, -1.708, 0.835, -0.222, -0.539, -0.106, -0.738, -0.511, 1.454, -0.684, -0.759, -0.455, 0.353, -0.900, 0.647, -0.633, -0.929, 0.353, 0.300, 0.470, 0.334, 0.549, 0.451, 0.403, 0.382, -0.372, 0.351, 0.301, 0.483], "orbital_gap_ev": 6.6, "total_charge": -1, "de_lowest_ev": 0.151}

Entry 2:
{"formula": "C27H26Cl2N8OPbSSe", "method": "the ωB97M-V functional and the def2-TZVPD basis", "species": ["Pb", "N", "C", "C", "C", "C", "C", "C", "C", "N", "C", "C", "N", "C", "H", "H", "H", "H", "H", "H", "H", "Se", "N", "C", "C", "C", "C", "N", "C", "N", "H", "H", "H", "Cl", "C", "Cl", "H", "H", "C", "C", "C", "N", "C", "S", "N", "C", "O", "C", "C", "C", "C", "C", "C", "H", "H", "H", "H", "H", "H", "H", "H", "H", "H", "H", "H", "H", "H"], "positions_angstrom": [[14.43, 15.23, 8.02], [25.45, 15.78, 7.81], [24.34, 15.60, 7.55], [22.92, 15.33, 7.49], [21.94, 16.35, 7.43], [20.62, 15.99, 7.44], [20.30, 14.63, 7.49], [21.24, 13.66, 7.52], [22.58, 14.00, 7.52], [18.88, 14.26, 7.42], [18.31, 13.46, 6.46], [16.97, 13.51, 6.58], [16.67, 14.25, 7.72], [17.85, 14.75, 8.16], [22.27, 17.39, 7.41], [19.86, 16.75, 7.29], [21.11, 12.61, 7.62], [23.32, 13.16, 7.39], [18.97, 12.94, 5.76], [16.24, 12.94, 6.15], [17.98, 15.44, 8.94], [10.55, 14.53, 11.28], [11.43, 13.76, 12.60], [12.67, 13.53, 12.10], [13.78, 12.89, 12.77], [14.94, 12.77, 12.09], [15.08, 13.26, 10.82], [14.17, 13.83, 10.12], [12.90, 13.95, 10.75], [11.91, 14.57, 10.18], [13.61, 12.38, 13.69], [15.69, 12.12, 12.55], [16.01, 13.21, 10.33], [15.03, 15.82, 4.63], [15.08, 17.59, 4.47], [15.50, 18.29, 6.06], [14.11, 18.02, 4.26], [15.90, 17.80, 3.71], [9.62, 8.47, 6.67], [10.21, 9.79, 6.24], [11.70, 9.77, 6.48], [12.40, 11.01, 6.30], [12.56, 12.05, 7.10], [13.31, 13.40, 6.40], [12.08, 12.16, 8.37], [11.74, 11.26, 9.45], [10.89, 11.62, 10.21], [12.68, 10.17, 9.64], [12.32, 9.07, 10.52], [13.18, 8.02, 10.67], [14.46, 8.01, 9.94], [14.81, 9.08, 9.14], [13.90, 10.13, 8.96], [8.54, 8.51, 6.69], [10.04, 8.21, 7.65], [9.90, 7.60, 5.96], [9.81, 10.58, 6.84], [9.88, 9.87, 5.22], [12.31, 9.06, 5.91], [11.82, 9.39, 7.51], [12.45, 11.23, 5.33], [11.96, 13.15, 8.71], [11.33, 9.12, 10.97], [12.85, 7.29, 11.33], [15.20, 7.18, 9.98], [15.75, 9.07, 8.64], [14.22, 11.11, 8.41]], "mulliken_charge": [0.885, -0.372, -0.124, 0.560, -0.826, -0.320, 0.403, -0.524, -0.511, 0.231, -0.316, -0.985, 0.044, -0.494, 0.455, 0.513, 0.477, 0.355, 0.472, 0.678, 0.587, 0.414, -0.682, 0.299, -0.372, -0.776, -0.184, 0.075, 0.545, -0.642, 0.507, 0.408, 0.492, -0.053, -0.342, -0.154, 0.314, 0.325, -1.271, -0.087, -0.626, 0.044, 0.180, -0.440, 0.281, 0.216, -0.503, 0.539, -0.666, -0.788, -0.430, -0.997, 0.539, 0.381, 0.337, 0.289, 0.255, 0.385, 0.519, -0.109, 0.318, 0.164, 0.493, 0.548, 0.401, 0.542, 0.126], "orbital_gap_ev": 7.5, "total_charge": 2, "de_lowest_ev": 1.154}

Entry 3:
{"formula": "C27H26CrN3S2", "method": "the ωB97M-V functional and the def2-TZVPD basis", "species": ["Cr", "C", "N", "C", "C", "N", "C", "C", "C", "C", "C", "C", "C", "S", "C", "C", "C", "C", "C", "C", "S", "H", "H", "H", "H", "H", "H", "H", "H", "H", "H", "H", "H", "H", "H", "H", "H", "H", "H", "C", "C", "C", "C", "N", "C", "C", "C", "C", "C", "C", "C", "H", "H", "H", "H", "H", "H", "H", "H"], "positions_angstrom": [[0.05, 0.30, -0.16], [-2.30, 0.89, 1.82], [-1.68, -0.29, 1.18], [-2.68, -0.90, 0.25], [-2.05, -1.67, -0.88], [-1.18, -0.78, -1.70], [-2.04, -0.02, -2.63], [-0.22, -1.52, -2.53], [-0.61, -2.66, -3.22], [0.27, -3.31, -4.07], [1.54, -2.79, -4.25], [1.93, -1.65, -3.57], [1.06, -1.00, -2.70], [1.59, 0.45, -1.84], [-1.27, -1.28, 2.18], [-1.99, -1.44, 3.36], [-1.63, -2.39, 4.30], [-0.54, -3.22, 4.05], [0.17, -3.07, 2.87], [-0.16, -2.10, 1.92], [0.81, -1.93, 0.48], [-3.27, 0.66, 2.26], [-1.64, 1.27, 2.60], [-2.43, 1.67, 1.08], [-3.35, -1.56, 0.81], [-3.29, -0.08, -0.15], [-1.44, -2.49, -0.50], [-2.85, -2.10, -1.49], [-2.59, -0.70, -3.28], [-2.76, 0.59, -2.08], [-1.42, 0.62, -3.24], [-1.61, -3.07, -3.08], [-0.05, -4.20, -4.59], [2.24, -3.28, -4.92], [2.93, -1.25, -3.70], [-2.85, -0.81, 3.57], [-2.20, -2.49, 5.21], [-0.25, -3.97, 4.77], [1.03, -3.70, 2.67], [2.66, 1.11, 3.22], [2.44, 2.46, 3.45], [1.58, 3.14, 2.63], [0.93, 2.47, 1.59], [1.13, 1.15, 1.37], [1.99, 0.50, 2.18], [0.01, 3.11, 0.65], [-0.28, 4.47, 0.71], [-1.13, 5.05, -0.21], [-1.68, 4.25, -1.21], [-1.39, 2.89, -1.25], [-0.55, 2.26, -0.33], [3.34, 0.53, 3.83], [2.95, 2.97, 4.27], [1.40, 4.19, 2.78], [2.15, -0.54, 1.96], [0.17, 5.10, 1.47], [-1.35, 6.11, -0.17], [-2.34, 4.68, -1.95], [-1.83, 2.33, -2.06]], "mulliken_charge": [-0.068, -1.689, 1.830, -1.276, -1.071, 1.275, -1.624, -0.224, -0.491, -0.955, -0.579, -0.726, 0.925, -0.610, -0.476, -0.656, -0.882, -0.590, -1.051, 1.014, -0.470, 0.581, 0.346, 0.375, 0.336, 0.587, 0.564, 0.537, 0.418, 0.466, 0.395, 0.330, 0.402, 0.378, 0.429, 0.360, 0.412, 0.388, 0.456, -1.065, -0.468, -1.136, 0.907, 1.008, -0.391, 1.245, -0.856, -0.792, -1.180, 0.546, -0.402, 0.442, 0.430, 0.376, 0.653, 0.333, 0.394, 0.432, 0.162], "multiplicity": 2, "orbital_gap_ev": [6.8, 7.5], "de_lowest_ev": 0.000}

Repeat the third record exactly.
{"formula": "C27H26CrN3S2", "method": "the ωB97M-V functional and the def2-TZVPD basis", "species": ["Cr", "C", "N", "C", "C", "N", "C", "C", "C", "C", "C", "C", "C", "S", "C", "C", "C", "C", "C", "C", "S", "H", "H", "H", "H", "H", "H", "H", "H", "H", "H", "H", "H", "H", "H", "H", "H", "H", "H", "C", "C", "C", "C", "N", "C", "C", "C", "C", "C", "C", "C", "H", "H", "H", "H", "H", "H", "H", "H"], "positions_angstrom": [[0.05, 0.30, -0.16], [-2.30, 0.89, 1.82], [-1.68, -0.29, 1.18], [-2.68, -0.90, 0.25], [-2.05, -1.67, -0.88], [-1.18, -0.78, -1.70], [-2.04, -0.02, -2.63], [-0.22, -1.52, -2.53], [-0.61, -2.66, -3.22], [0.27, -3.31, -4.07], [1.54, -2.79, -4.25], [1.93, -1.65, -3.57], [1.06, -1.00, -2.70], [1.59, 0.45, -1.84], [-1.27, -1.28, 2.18], [-1.99, -1.44, 3.36], [-1.63, -2.39, 4.30], [-0.54, -3.22, 4.05], [0.17, -3.07, 2.87], [-0.16, -2.10, 1.92], [0.81, -1.93, 0.48], [-3.27, 0.66, 2.26], [-1.64, 1.27, 2.60], [-2.43, 1.67, 1.08], [-3.35, -1.56, 0.81], [-3.29, -0.08, -0.15], [-1.44, -2.49, -0.50], [-2.85, -2.10, -1.49], [-2.59, -0.70, -3.28], [-2.76, 0.59, -2.08], [-1.42, 0.62, -3.24], [-1.61, -3.07, -3.08], [-0.05, -4.20, -4.59], [2.24, -3.28, -4.92], [2.93, -1.25, -3.70], [-2.85, -0.81, 3.57], [-2.20, -2.49, 5.21], [-0.25, -3.97, 4.77], [1.03, -3.70, 2.67], [2.66, 1.11, 3.22], [2.44, 2.46, 3.45], [1.58, 3.14, 2.63], [0.93, 2.47, 1.59], [1.13, 1.15, 1.37], [1.99, 0.50, 2.18], [0.01, 3.11, 0.65], [-0.28, 4.47, 0.71], [-1.13, 5.05, -0.21], [-1.68, 4.25, -1.21], [-1.39, 2.89, -1.25], [-0.55, 2.26, -0.33], [3.34, 0.53, 3.83], [2.95, 2.97, 4.27], [1.40, 4.19, 2.78], [2.15, -0.54, 1.96], [0.17, 5.10, 1.47], [-1.35, 6.11, -0.17], [-2.34, 4.68, -1.95], [-1.83, 2.33, -2.06]], "mulliken_charge": [-0.068, -1.689, 1.830, -1.276, -1.071, 1.275, -1.624, -0.224, -0.491, -0.955, -0.579, -0.726, 0.925, -0.610, -0.476, -0.656, -0.882, -0.590, -1.051, 1.014, -0.470, 0.581, 0.346, 0.375, 0.336, 0.587, 0.564, 0.537, 0.418, 0.466, 0.395, 0.330, 0.402, 0.378, 0.429, 0.360, 0.412, 0.388, 0.456, -1.065, -0.468, -1.136, 0.907, 1.008, -0.391, 1.245, -0.856, -0.792, -1.180, 0.546, -0.402, 0.442, 0.430, 0.376, 0.653, 0.333, 0.394, 0.432, 0.162], "multiplicity": 2, "orbital_gap_ev": [6.8, 7.5], "de_lowest_ev": 0.000}

Number 3 is which compound? C27H26CrN3S2